1.
The following is a quantum chemistry calculation of a single C3H7NO2 molecule, from the Open Molecules 2025 dataset.

The geometry in ORCA input format:
```
! RIJCOSX wB97M-V def2-TZVPD def2/J DEFGRID3
* xyz 0 1
C -1.1606 1.0731 1.2573
O -0.6174 0.7814 -0.0271
C 0.5800 0.1508 -0.0557
O 1.4662 0.6420 0.8638
C 0.8441 -0.8359 -0.9174
N -0.1269 -1.5112 -1.7042
H -2.1484 1.4979 1.0662
H -0.5480 1.7995 1.8002
H -1.2645 0.1613 1.8592
H 2.1722 -0.0037 0.9816
H 1.8615 -1.2190 -0.9801
H -1.0574 -1.1995 -1.4465
H -0.0007 -1.3366 -2.6972
*
```

The relative energy (zero: lowest compared OMol25 entry of this formula, charge and spin) comes out at 2.165 eV. Its SMILES is CO/C(O)=C\N. As for the lowest unoccupied orbital energy: 0.8468 eV. The calculation puts the total energy at -8808.3640 eV.

Charges computed using Löwdin, reported in e: C -0.0630; O -0.0718; C -0.4350; O 0.0598; C -0.1522; N 0.0202; H 0.0914; H 0.0878; H 0.0983; H 0.1124; H 0.1086; H 0.0706; H 0.0729

2.
The following is a quantum chemistry calculation of C3H7NO2 as an isolated structure at a distorted geometry, from the Open Molecules 2025 dataset.

The geometry in ORCA input format:
```
! RIJCOSX wB97M-V def2-TZVPD def2/J DEFGRID3
* xyz 0 1
C -1.3937 0.9383 -0.2119
C 0.1136 0.8191 -0.2612
O 0.8441 0.9451 -1.2394
H 0.4812 1.5179 0.8032
H -1.7946 0.6463 0.7569
H -1.6821 1.9671 -0.4265
H -1.8059 0.2913 -0.9859
N 1.2922 -1.6003 -0.2110
C 0.4643 -0.9606 0.6159
O -0.3230 -1.3844 1.4245
H 1.6647 -1.0716 -0.9918
H 1.3878 -2.6028 -0.1630
H 0.7513 0.4947 0.8903
*
```

The relative energy (zero: lowest compared OMol25 entry of this formula, charge and spin) comes out at 4.536 eV. As for the lowest unoccupied orbital energy: 0.5797 eV. The calculation puts the total energy at -8805.9926 eV.

Charges computed using Löwdin, reported in e: C -0.0261; C -0.5433; O -0.0420; H 0.1883; H 0.0844; H 0.0913; H 0.0962; N 0.1676; C -0.4612; O 0.0487; H 0.1009; H 0.1203; H 0.1750